(1)
Formula: C14H28N2O4
Source: the Open Molecules 2025 dataset
Level of theory: the ωB97M-V functional and the def2-TZVPD basis

Element x y z (Å)
1 H -1.7212 4.3473 1.9144
2 C -0.7103 -4.5348 -0.5570
3 H -0.4786 3.7982 -0.1742
4 H -1.5499 -4.4094 -2.5507
5 H 0.7181 -6.0717 -0.0441
6 O 1.5104 -2.2294 1.5375
7 O 0.5551 3.1361 1.4866
8 H 2.3376 -2.8747 -4.1496
9 H -3.2907 6.3723 2.0183
10 H 1.3605 -0.3332 3.0264
11 C -2.4650 6.9958 1.6831
12 O 0.3318 -2.0533 -2.6669
13 H 2.5437 1.7539 2.5515
14 H 0.3624 -5.9712 -1.7684
15 C 0.3348 -3.3987 -0.6721
16 C -1.5070 6.1913 0.8133
17 H 0.8659 4.8347 0.3571
18 H 0.9741 1.8555 -0.0784
19 H 1.2476 -3.7049 -0.1462
20 C 0.0421 4.1947 0.7138
21 H -2.8727 7.8363 1.1266
22 C -1.8776 -4.3175 -1.5170
23 H -1.0880 -4.4838 0.4694
24 H -0.3821 5.3561 2.4551
25 N -0.1384 -2.1938 -0.0294
26 H 2.3445 -4.6520 -4.3706
27 C 0.9122 0.3833 2.3353
28 C 2.0175 1.2595 1.7350
29 H -0.8167 -6.6833 -0.6641
30 H -0.4618 0.1045 0.7660
31 N 0.1989 -0.3868 1.3441
32 C -0.0692 -5.9009 -0.7737
33 H 0.8590 -3.7000 -4.6817
34 C 1.7540 -3.7931 -4.0629
35 O 1.3958 -4.0223 -2.7056
36 H -2.6516 -5.0606 -1.3391
37 H -0.6959 6.8382 0.4714
38 H -2.0357 5.8288 -0.0714
39 H -2.3126 -3.3308 -1.3795
40 C -0.9204 5.0055 1.5733
41 C 0.6151 -1.6295 0.9775
42 H -0.6513 -1.5754 -0.6422
43 H -1.9503 7.3813 2.5602
44 C 0.6749 -3.0707 -2.1172
45 C 1.4698 2.3237 0.7884
46 H 2.7231 0.6309 1.1906
47 H 2.2983 2.9378 0.3999
48 H 0.1996 1.0161 2.8672

Output
* HOMO energy: -9.227 eV
* SMILES: CCCCOCCCNC(=O)N[C@H](C(=O)OC)C(C)C
* multiplicity: 1


(2)
Formula: C14H28N2O4S
Source: the Open Molecules 2025 dataset
Level of theory: the ωB97M-V functional and the def2-TZVPD basis

Element x y z (Å)
1 C 2.4676 -0.9736 0.8273
2 H 3.4601 1.2489 2.4750
3 C -1.0779 -3.0544 -0.5903
4 H 1.7081 1.9884 -3.0452
5 H 1.6673 -3.2683 -0.2762
6 H 3.8867 -0.8165 -0.7866
7 C 0.0357 -2.5343 -1.5081
8 C 4.1564 1.5728 1.7054
9 H -1.6118 1.5421 -1.1285
10 H 2.9384 -1.8955 1.1998
11 C -0.0084 1.9304 0.2575
12 O -4.1756 1.8477 -0.7163
13 H 0.9591 0.7001 -2.0687
14 N -1.3676 -2.1418 0.4941
15 H 0.1808 -3.2379 -2.3285
16 O -2.7709 -0.8556 -0.7663
17 C -1.4661 2.0231 -0.1601
18 C 1.3729 -2.3419 -0.7956
19 C 0.8986 1.7435 -2.3652
20 H 2.1463 -2.1099 -1.5401
21 H -1.7719 3.0657 -0.2536
22 H 5.3838 0.7566 0.1548
23 H 3.6698 2.3329 1.0985
24 H -1.2408 -0.1104 1.8769
25 C -2.0572 -0.9925 0.2078
26 H -6.3965 1.1499 0.2740
27 H 5.0334 -0.3820 1.4548
28 H -6.4129 -0.3664 1.2336
29 H 0.1594 2.4131 1.2213
30 H -0.2849 -1.5786 -1.9260
31 H 2.1465 -0.3767 1.6850
32 S 1.1116 2.7884 -0.8957
33 H -0.8020 -4.0201 -0.1597
34 H -2.4642 1.8842 1.7768
35 H 2.9372 0.6476 -0.4993
36 C 4.6024 0.4056 0.8317
37 H 5.0153 2.0219 2.1983
38 N -1.9479 -0.0192 1.1661
39 C 3.4658 -0.1724 -0.0113
40 O -4.5836 0.4467 0.9890
41 H -0.0562 1.9553 -2.8370
42 H -0.6096 -2.0420 1.1539
43 H -1.9953 -3.1657 -1.1718
44 H -5.8108 -0.3634 -0.4544
45 H 0.3256 0.8932 0.3027
46 O 1.2683 -1.2882 0.1445
47 C -2.3951 1.3177 0.8415
48 C -3.8042 1.2261 0.2401
49 C -5.8861 0.2054 0.4740

Output
* HOMO energy: -8.437 eV
* SMILES: CCCCOCCCNC(=O)N[C@@H](CCSC)C(=O)OC
* multiplicity: 1


(3)
Formula: C14H28N2O4S
Source: the Open Molecules 2025 dataset
Level of theory: the ωB97M-V functional and the def2-TZVPD basis

Element x y z (Å)
1 H -6.0249 -0.7021 1.9053
2 H 3.8876 -1.4126 1.3310
3 H -6.4185 0.9363 1.3559
4 H 0.3922 -0.3125 1.3506
5 H -2.7839 -0.6927 -3.2485
6 C -4.6117 0.1303 0.5163
7 H -2.2294 1.6187 -2.5248
8 O 3.9546 -1.0510 -1.2747
9 C 3.7088 2.6329 0.0945
10 H 2.4182 -1.3951 2.3340
11 H -0.5500 -0.3396 -2.2784
12 N 2.3164 -0.3161 0.5821
13 C 0.8853 -0.3357 0.3736
14 H 2.5308 3.6097 1.6132
15 O -4.1198 1.4207 0.1949
16 H 4.8513 0.8707 0.6871
17 H 0.6300 0.5676 -0.1819
18 H -3.7841 -0.5272 0.8144
19 H 5.1207 1.3837 -0.9912
20 H -2.5841 2.5058 -0.4226
21 H -3.9491 1.2598 -2.3434
22 H 2.3226 1.8560 1.5542
23 H 1.0239 -1.6026 -1.3419
24 H 0.5704 -3.7302 -0.0925
25 O -1.8726 -2.0260 0.0197
26 H 0.3071 -2.7921 1.3770
27 C 0.8550 -2.8173 0.4326
28 H -3.3174 -1.0887 -1.5980
29 C 2.3621 -2.7993 0.6793
30 H -5.1102 -0.3128 -0.3585
31 H 2.8879 -2.9136 -0.2697
32 C 4.3874 1.3074 -0.1921
33 C -2.8911 1.4577 -0.4820
34 H -5.1254 0.6905 2.5296
35 H 4.4449 3.4381 0.0330
36 C -2.6536 -0.4551 -2.1874
37 H 3.7876 2.5508 2.2511
38 N -1.3067 -0.7964 -1.7914
39 C -5.6127 0.2709 1.6538
40 C 2.7988 -1.4751 1.3101
41 H -2.1451 0.8454 0.0471
42 O 2.3036 0.7087 -1.7336
43 C 3.0434 2.6626 1.4652
44 C 0.4679 -1.5954 -0.3983
45 H 2.9634 2.7978 -0.6855
46 S 3.1975 0.0755 -0.8023
47 C -2.9547 1.0300 -1.9588
48 C -1.0244 -1.5173 -0.6848
49 H 2.6501 -3.6210 1.3366

Output
* HOMO energy: -9.357 eV
* SMILES: CCCS(=O)(=O)N1CCC[C@@H](C(=O)NCCCOCC)C1
* multiplicity: 1


(4)
Formula: C14H28NO13S2
Source: the Open Molecules 2025 dataset
Level of theory: the ωB97M-V functional and the def2-TZVPD basis

Element x y z (Å)
1 H 1.1286 2.5505 0.3798
2 H 3.8603 3.8269 -0.8275
3 O -4.5734 0.3082 -1.8250
4 H -0.9323 -1.5003 -2.6213
5 C 3.6592 2.8408 -1.2513
6 H 2.7670 1.1963 4.7507
7 O -1.3026 -1.0940 2.2724
8 H -2.2894 3.0096 1.4617
9 C -1.8460 -4.0360 -2.5053
10 H -3.8769 3.1311 2.1917
11 C 0.6440 -0.6477 -3.8142
12 H 0.7691 0.2428 3.5420
13 S -5.0913 0.1496 -0.4982
14 O 3.5460 -1.4265 3.7601
15 O -6.4194 -0.3275 -0.2960
16 C -3.2589 2.5121 1.5381
17 H 1.7330 -0.6846 -3.8775
18 C 2.1924 -1.4046 3.5797
19 H 1.7078 0.1115 2.1084
20 H 4.8118 0.0047 4.4566
21 H -2.9586 -0.3576 0.3332
22 C 3.9256 1.7504 -0.2362
23 H 2.1277 1.9607 -2.4364
24 O -5.0530 1.5421 0.2509
25 C -3.7975 2.2917 0.1526
26 H 4.6511 0.0031 2.7104
27 H -4.2911 -0.8736 1.4793
28 C 2.1825 2.6419 -1.5854
29 O 2.7613 1.3031 0.2700
30 N -0.7138 -0.6206 1.2778
31 H -3.1047 1.5481 2.0191
32 H -4.0275 3.2140 -0.3775
33 H 3.1212 1.7444 3.1237
34 C 2.9051 0.8576 3.7211
35 O 1.5284 -2.3737 3.7377
36 H 4.3772 2.6843 -2.0545
37 O -0.9030 0.5941 0.9780
38 H -2.2073 -4.8461 -1.8711
39 O 0.3765 -4.0030 -1.1350
40 H -3.8797 -1.7771 -0.0355
41 O 4.9840 1.2900 0.0738
42 C 0.1355 -1.6407 -2.8095
43 C 1.7707 0.0012 3.1932
44 H -2.1427 -3.1254 -1.9947
45 H 0.9003 1.1538 -0.6282
46 H -3.0766 1.7017 -0.4094
47 O 0.3733 -2.9621 -3.3633
48 H 0.2193 -0.8236 -4.7999
49 H 0.3969 0.3550 -3.4628
50 C -3.9446 -0.8073 0.4581
51 O 0.2819 -5.3339 -3.2310
52 H -2.1187 -4.1456 -3.5471
53 O 0.0354 -1.3339 0.5758
54 H 1.6763 3.5526 -1.8939
55 C 4.0932 -0.1154 3.6434
56 S -0.0796 -4.1939 -2.4615
57 C 1.6249 1.9156 -0.3545
58 H 0.6209 -1.5348 -1.8357

Output
* HOMO energy: -5.708 eV
* multiplicity: 1
* total charge: -1


(5)
Formula: C14H28NO3PS2
Source: the Open Molecules 2025 dataset
Level of theory: the ωB97M-V functional and the def2-TZVPD basis

Element x y z (Å)
1 S -0.4985 -0.8205 1.3525
2 S 2.0265 -2.5136 0.3182
3 C -0.4722 3.5872 2.5413
4 C -1.0386 -3.9360 0.4371
5 N -0.3979 2.5115 1.5831
6 C 0.5396 4.7363 2.1751
7 H -3.0175 -6.0193 -1.5441
8 H -0.0820 3.8605 4.6820
9 C -1.5031 -5.2353 -0.2369
10 H 0.6126 2.3241 4.0204
11 H -0.2444 -4.0898 1.1465
12 C 1.6645 -1.1488 -5.1255
13 H -1.2371 0.6657 -0.5452
14 C 1.0868 -1.5211 -2.6740
15 C -1.5336 0.4616 0.4835
16 H 2.8767 2.7889 0.7627
17 P 0.3085 -1.8577 -0.2816
18 O -2.6950 2.2251 1.5104
19 H -1.0798 2.4550 4.3387
20 H -1.6770 -6.0192 0.4907
21 H -1.8939 -3.4363 0.9782
22 H 2.7096 -0.8546 -4.8566
23 H 2.2967 3.7536 2.9398
24 H 0.4874 5.4881 2.9531
25 H 1.3289 1.4272 2.1069
26 C 0.9419 1.9955 1.2640
27 H -2.5641 0.0974 0.4654
28 H 1.5928 3.6476 -0.0058
29 H -0.3260 -1.1356 -4.3057
30 H 2.1435 -1.4170 -2.4695
31 H 2.6465 4.9986 1.8340
32 C -0.2457 3.0456 3.9734
33 H 0.9460 1.2823 0.4451
34 H 1.3807 -0.5422 -5.9809
35 H -2.5941 -4.3224 -1.8825
36 H 0.9001 -2.6040 -2.7695
37 O -0.5968 -3.1671 -0.7002
38 C -1.5673 1.7925 1.2188
39 C 1.9475 4.1786 2.0261
40 H -1.4791 4.0600 2.4749
41 H -0.7371 -5.6271 -0.8949
42 H 0.2256 5.2177 1.1941
43 O 0.3559 -0.9082 -1.5872
44 C -2.7988 -5.0590 -1.0884
45 H -3.6035 -4.7359 -0.4679
46 C 1.9000 3.1377 0.9187
47 H 0.6562 0.2536 -3.8242
48 H 1.6188 -2.1915 -5.3851
49 C 0.6897 -0.8300 -4.0088

Output
* HOMO energy: -8.632 eV
* SMILES: CCCOP(=S)(OCCC)SCC(=O)N1CCCC[C@@H]1C
* multiplicity: 1


(6)
Formula: C14H28O14Rb
Source: the Open Molecules 2025 dataset
Level of theory: the ωB97M-V functional and the def2-TZVPD basis

Element x y z (Å)
1 H 0.0944 2.5465 4.8697
2 C -0.5444 -2.2669 2.5703
3 O -1.4900 1.2661 4.5920
4 H 1.2110 4.9453 -1.5166
5 H 1.3568 3.2374 -1.2593
6 C 1.7752 -2.4219 2.0255
7 C 3.3838 1.7411 0.4294
8 H 2.7226 -3.8856 -2.8342
9 H 2.0009 -3.1238 -1.4877
10 C 4.0415 0.3437 0.2792
11 O 0.6902 -2.5063 2.9584
12 O -0.3497 -1.5415 -4.4726
13 O -2.7113 0.7411 2.8978
14 C -0.7151 -2.6595 -5.2576
15 H -3.0201 -1.9227 2.4908
16 H -2.6754 1.0823 -3.3487
17 H -3.1322 -3.3658 3.5208
18 H 2.8848 1.7708 1.4357
19 O -0.9236 -2.0908 1.4373
20 H 0.5575 0.8734 4.7324
21 H -3.1371 -1.7566 4.2650
22 C 0.6194 4.0545 -1.3184
23 H 2.6319 -1.9878 2.5356
24 H 2.0834 -3.3958 1.6472
25 H -1.5041 -3.2374 -4.7674
26 H 4.2141 2.4843 0.5208
27 O -0.2900 3.9260 -2.4413
28 C 0.5269 -1.6604 -3.4689
29 O -1.9679 3.0179 -3.4547
30 O -1.2539 2.1516 -1.4954
31 H -1.1228 -2.3105 -6.2026
32 O 2.4979 2.1914 -0.5314
33 C -3.0367 2.1011 -3.5307
34 O -0.6068 1.4182 2.5154
35 H -4.0148 0.4318 1.3515
36 C -2.9705 0.7036 1.5053
37 H -2.3334 -0.0098 0.9872
38 H 0.1214 -3.3348 -5.4245
39 H 2.8820 -2.1108 -2.6783
40 H -3.4106 2.0506 -4.5503
41 C 2.2211 -2.9595 -2.5412
42 C -1.4968 1.1518 3.2738
43 O -1.3277 -2.3302 3.6508
44 H 4.9560 0.3787 -0.3614
45 H 0.0599 4.1733 -0.3930
46 C -2.7374 -2.3518 3.4471
47 H 4.4730 0.0544 1.2748
48 H -3.8186 2.3270 -2.8059
49 H -2.8965 1.6958 1.0537
50 C -1.2033 2.9912 -2.3636
51 H 1.5965 -1.7562 1.1892
52 O 1.0126 -2.8955 -3.3166
53 Rb 0.5530 0.4623 -0.0694
54 H -0.3098 1.3951 6.2289
55 O 0.8338 -0.7582 -2.7588
56 O 3.1902 -0.6048 -0.1978
57 C -0.1916 1.5368 5.1628

Output
* HOMO energy: -2.038 eV
* multiplicity: 1
* total charge: -1


(7)
Formula: C14H28O2
Source: the Open Molecules 2025 dataset
Level of theory: the ωB97M-V functional and the def2-TZVPD basis

Element x y z (Å)
1 H -1.2867 2.1036 -3.0853
2 H 2.2179 -4.3924 5.7098
3 C 2.8154 -1.9259 2.2981
4 C 0.1794 0.5063 -1.2375
5 H -3.1685 3.7202 -3.6711
6 H 0.2602 0.7264 -2.3771
7 C 2.3062 -2.2968 4.6953
8 C 1.3513 -0.7059 0.7449
9 H 0.9301 -3.8936 4.5373
10 H 1.0144 -1.5867 0.4348
11 H -1.4220 3.4611 -1.9776
12 H 3.2127 0.0087 1.6000
13 H 3.9019 -2.2885 2.4579
14 H 1.9275 -0.4336 -1.3769
15 H 3.4905 -2.4702 5.0427
16 C -3.0867 3.0176 -2.9340
17 C 1.9342 -3.8731 4.6461
18 H -2.5184 -0.0953 -5.5042
19 H -3.8418 3.4944 -2.1510
20 C 2.0211 -1.5261 3.3786
21 H 2.0569 1.0113 -0.5315
22 C -1.8158 2.5623 -2.3703
23 H 0.7806 -0.2237 1.3478
24 C -3.0979 1.3324 -4.8600
25 H 2.5410 -4.5689 4.0034
26 H -2.3215 0.9951 -1.3975
27 H 2.2927 -0.5438 3.7561
28 H -0.0809 2.4506 -0.4362
29 C -0.5620 1.5471 -0.4120
30 H -4.0685 0.9859 -2.8407
31 H 3.4132 -1.2410 0.4663
32 C 2.8362 -0.7427 1.2471
33 C 1.3192 0.0735 -0.4570
34 H -4.8582 2.1354 -4.1325
35 H -0.5960 -0.5276 -1.1412
36 O -2.5499 2.2053 -5.6640
37 H 1.6528 -1.9600 5.6794
38 C -3.8908 2.0540 -3.5314
39 C -2.0585 1.9424 -1.0267
40 H -0.9032 1.3018 0.7111
41 H 0.7841 -1.7953 3.4082
42 O -2.9838 -0.0059 -4.7115
43 H 2.5634 -2.8268 1.8997
44 H -2.6920 2.2882 -0.2376

Output
* HOMO energy: -9.751 eV
* SMILES: CCCCCCCCCCCCCC(=O)O
* multiplicity: 1


(8)
Formula: C14H28O2S
Source: the Open Molecules 2025 dataset
Level of theory: the ωB97M-V functional and the def2-TZVPD basis

Element x y z (Å)
1 H -2.0433 3.6408 -0.6286
2 H 0.0124 4.6566 0.3030
3 H -2.3775 -2.8906 0.5815
4 H -1.8593 -1.2053 -4.2295
5 C 0.2997 3.7455 -0.3142
6 H 1.2449 -1.7953 0.0202
7 H 0.2680 -3.8153 -0.5553
8 H -1.5831 2.5638 0.7336
9 C -1.9261 -0.3134 -3.7799
10 O -1.5916 -2.2940 -1.2493
11 H 0.7917 -1.2599 3.1550
12 H -2.6258 -0.2005 -3.1106
13 H -2.0913 -4.2693 -0.8331
14 C -1.0226 1.6460 -1.1373
15 H 0.4176 1.1978 3.2442
16 H 0.4414 4.1116 -1.1776
17 H -0.4919 -4.9410 0.5544
18 O -1.3548 0.5887 -0.6894
19 H 2.2599 -1.7137 2.4148
20 H 0.4512 3.4196 2.2013
21 H -0.0500 -0.6636 -2.4819
22 C 0.1145 -3.1047 1.3791
23 H 1.7208 1.9994 -0.2504
24 C -0.9671 2.8792 -0.3410
25 H -2.1063 0.4750 -4.6173
26 C 1.3734 2.9392 0.3148
27 H -0.0675 -1.1524 1.0020
28 C 0.9270 1.3613 2.1852
29 H -1.2273 -1.4798 -0.9468
30 H -0.2230 -3.1868 2.1984
31 C 1.2976 2.7816 2.0242
32 C -1.7555 -3.3271 -0.4042
33 S -0.3771 1.7714 -2.9634
34 H 1.1022 -3.8425 1.7643
35 C 0.8013 -1.7738 0.9979
36 C -0.4585 -3.9718 0.0366
37 H -0.0757 0.9762 1.3869
38 H 2.0443 3.6580 0.3422
39 H 2.8043 0.5097 2.8149
40 C -0.4723 -0.0227 -3.3632
41 H 2.2186 2.8751 2.5693
42 H 2.4702 0.3533 0.9349
43 C 1.9416 0.2021 1.8093
44 C 1.4910 -1.1879 2.3424
45 H 0.2544 0.0595 -4.2374

Output
* HOMO energy: -8.899 eV
* multiplicity: 1


(9)
Formula: C14H29AsMoN2O4PS
Source: the Open Molecules 2025 dataset
Level of theory: the ωB97M-V functional and the def2-TZVPD basis

Element x y z (Å)
1 C 1.5568 -1.2386 -3.7969
2 H -0.5410 4.7045 1.3770
3 H -1.1869 1.3869 4.6212
4 O -0.1955 -2.1459 -1.6747
5 H -2.0527 -0.4477 -2.0153
6 H -2.2082 -3.0036 -0.4058
7 H 1.7370 0.9296 -3.7049
8 C -1.4832 2.3842 4.2930
9 C 2.5828 -3.0069 -2.3043
10 H -3.7615 -0.0987 -1.6571
11 C 3.0522 -3.4270 -0.9172
12 N 0.8893 -0.7270 -0.3012
13 N 2.9958 0.1793 -0.8577
14 H -3.8598 1.1465 1.4809
15 C 1.9190 0.1009 -0.0563
16 C -2.9598 -2.5398 0.2287
17 C 1.1534 2.8359 3.2093
18 H 1.4650 1.8504 3.5560
19 H 1.3407 3.5720 3.9915
20 C 0.9898 0.1680 -3.9404
21 H -2.1563 4.4259 2.0594
22 O -0.9223 1.8026 1.6861
23 C -1.0887 4.4315 2.2786
24 H 0.8085 -1.9821 -4.0708
25 H 3.7449 0.8181 -0.6242
26 H 0.1244 0.3208 -3.2896
27 H 1.7280 3.0862 2.3191
28 H 2.2376 -3.4068 -0.1891
29 H -0.8856 5.1638 3.0601
30 C 0.8053 -1.5124 -1.4392
31 C 3.1504 -0.6151 -2.0084
32 H 3.8572 -2.7852 -0.5510
33 S -0.2878 -1.4983 2.8973
34 H -3.9436 -2.6193 -0.2318
35 H 3.4397 -4.4443 -0.9418
36 P -0.5865 2.8001 2.8036
37 C -2.7334 0.0580 -1.3338
38 H -1.2595 3.1041 5.0810
39 H -4.0129 -0.3557 2.4171
40 H -4.9285 -0.1542 0.9051
41 Mo -0.2094 -0.1259 1.3547
42 H -2.5540 2.3906 4.0915
43 H 3.4066 -3.0553 -3.0172
44 C 2.0177 -1.5683 -2.3636
45 H 1.7931 -3.6704 -2.6584
46 As -2.4957 -0.6828 0.4399
47 O 1.7653 0.8162 0.9745
48 H 2.4175 -1.3700 -4.4529
49 H -2.9667 -3.0216 1.2044
50 H 0.6610 0.3457 -4.9632
51 H -2.5189 1.1258 -1.3174
52 O 4.1509 -0.5119 -2.6598
53 C -3.9917 0.0676 1.4141

Output
* HOMO energy (alpha / beta): -10.953 / -10.952 eV
* multiplicity: 1
* total charge: +1


Energy above the lowest of the compared OMol25 structures with the same formula, charge and spin? In order: 23.0, 0.4, 17.1, 1.4, 5.3, 0.0, 261.3, 272.5, 0.7 kcal per mole.